{
  "formula": "C30H79BrN14O15Ta",
  "method": "ωB97M-V with the def2-TZVPD basis set",
  "max_force_ev_per_a": 3.64,
  "spin_multiplicity": 1,
  "homo_ev": -3.698,
  "e_lumo_ev": 1.50,
  "total_charge": -1,
  "energy_ha": -5716.81690,
  "symbols": ["C", "O", "C", "Ta", "N", "Br", "C", "O", "C", "H", "H", "H", "H", "H", "H", "H", "H", "H", "H", "H", "H", "H", "H", "O", "C", "N", "C", "H", "H", "H", "H", "H", "O", "C", "N", "C", "H", "H", "H", "H", "H", "O", "C", "N", "C", "H", "H", "H", "H", "H", "O", "C", "N", "C", "H", "H", "H", "H", "H", "O", "C", "N", "C", "H", "H", "H", "H", "H", "O", "C", "N", "C", "H", "H", "H", "H", "H", "O", "C", "N", "C", "H", "H", "H", "H", "H", "O", "C", "N", "C", "H", "H", "H", "H", "H", "O", "C", "N", "C", "H", "H", "H", "H", "H", "O", "C", "N", "C", "H", "H", "H", "H", "H", "O", "C", "N", "C", "H", "H", "H", "H", "H", "O", "C", "N", "C", "H", "H", "H", "H", "H", "O", "C", "N", "C", "H", "H", "H", "H", "H"],
  "xyz": [[-1.016, -2.749, 2.896], [-0.839, -1.780, 1.767], [-1.964, -0.833, 1.813], [-1.720, 0.932, 0.270], [-3.942, 1.121, 0.361], [0.950, 0.679, 0.219], [-1.615, 2.538, 1.949], [-1.512, 3.927, 1.440], [-0.167, 4.220, 0.921], [-1.585, -2.261, 3.816], [-1.677, -3.689, 2.573], [0.021, -3.175, 3.265], [-2.925, -1.424, 1.426], [-2.206, -0.397, 2.872], [-1.630, 2.329, -0.985], [-1.859, -0.274, -1.166], [-4.207, 1.839, 1.071], [-4.281, 1.355, -0.598], [-0.812, 2.298, 2.799], [-2.666, 2.486, 2.513], [0.102, 5.321, 1.286], [0.681, 3.516, 1.317], [-0.226, 4.283, -0.261], [-1.339, 2.514, -3.067], [-1.210, 3.488, -3.800], [-2.241, 4.355, -4.000], [0.065, 3.805, -4.526], [-2.183, 5.170, -4.593], [-3.111, 4.163, -3.521], [0.315, 2.971, -5.188], [0.866, 3.947, -3.796], [-0.025, 4.714, -5.127], [-0.956, -5.866, 3.800], [-0.264, -6.458, 2.980], [1.071, -6.627, 3.182], [-0.814, -7.038, 1.709], [1.682, -7.107, 2.537], [1.466, -6.245, 4.032], [-1.258, -6.235, 1.113], [-1.580, -7.778, 1.956], [-0.036, -7.525, 1.115], [2.385, 4.900, -5.572], [3.074, 5.695, -6.200], [2.648, 6.204, -7.389], [4.419, 6.166, -5.728], [3.179, 6.861, -7.942], [1.744, 5.902, -7.728], [5.083, 5.304, -5.622], [4.303, 6.662, -4.760], [4.872, 6.872, -6.430], [-0.934, -6.717, 9.802], [-0.854, -6.639, 8.581], [-1.905, -6.196, 7.837], [0.381, -7.017, 7.815], [-1.887, -6.115, 6.831], [-2.748, -5.936, 8.332], [0.610, -8.069, 8.004], [1.213, -6.392, 8.150], [0.249, -6.876, 6.738], [1.554, 7.144, -9.633], [2.224, 6.950, -10.641], [3.471, 6.410, -10.560], [1.741, 7.282, -12.023], [4.060, 6.232, -11.360], [3.819, 6.178, -9.638], [1.528, 8.353, -12.079], [0.829, 6.715, -12.228], [2.486, 7.034, -12.784], [-2.197, 7.208, -6.544], [-2.068, 8.182, -7.277], [-3.098, 9.049, -7.477], [-0.792, 8.498, -8.003], [-3.040, 9.864, -8.070], [-3.969, 8.856, -6.998], [-0.543, 7.665, -8.665], [0.008, 8.640, -7.272], [-0.883, 9.408, -8.604], [0.873, -2.879, 7.034], [0.340, -2.416, 8.036], [-0.179, -1.157, 8.035], [0.214, -3.177, 9.324], [-0.627, -0.733, 8.834], [-0.106, -0.624, 7.178], [1.213, -3.439, 9.683], [-0.363, -4.089, 9.145], [-0.292, -2.589, 10.095], [-4.057, -0.660, -6.973], [-3.278, -0.383, -6.068], [-3.006, 0.912, -5.749], [-2.570, -1.424, -5.249], [-2.372, 1.189, -5.014], [-3.471, 1.632, -6.288], [-1.959, -2.044, -5.911], [-3.313, -2.047, -4.744], [-1.920, -0.973, -4.494], [-4.090, -9.913, 9.958], [-3.795, -9.471, 11.063], [-4.730, -9.368, 12.047], [-2.410, -9.016, 11.421], [-4.535, -9.010, 12.972], [-5.671, -9.668, 11.830], [-2.118, -8.202, 10.752], [-1.718, -9.854, 11.305], [-2.355, -8.657, 12.453], [3.999, -4.148, 6.621], [4.127, -3.174, 5.888], [3.097, -2.308, 5.689], [5.403, -2.858, 5.162], [3.155, -1.493, 5.095], [2.227, -2.500, 6.167], [5.653, -3.691, 4.500], [6.203, -2.716, 5.893], [5.312, -1.949, 4.561], [6.929, 7.300, -4.899], [7.752, 6.872, -4.098], [8.581, 7.718, -3.427], [7.917, 5.411, -3.793], [9.274, 7.413, -2.758], [8.489, 8.707, -3.616], [8.180, 4.881, -4.713], [6.974, 5.020, -3.401], [8.703, 5.237, -3.053], [-5.165, 3.466, -1.521], [-5.726, 4.368, -0.909], [-5.011, 5.265, -0.175], [-7.215, 4.560, -0.912], [-5.427, 6.024, 0.345], [-4.005, 5.157, -0.158], [-7.691, 3.662, -0.507], [-7.551, 4.722, -1.939], [-7.515, 5.419, -0.305], [0.600, -9.889, 1.126], [1.292, -10.481, 0.306], [2.627, -10.650, 0.508], [0.741, -11.061, -0.965], [3.237, -11.130, -0.137], [3.021, -10.268, 1.358], [0.298, -10.258, -1.561], [-0.025, -11.801, -0.718], [1.519, -11.548, -1.559]],
  "atomic_forces_ev_per_a": [[-0.207, -0.773, 0.055], [-1.400, -0.720, 3.280], [-0.875, -0.475, -0.823], [-2.319, -0.329, 0.299], [2.778, 0.516, -0.315], [-1.010, 0.150, 0.047], [-0.649, -0.087, 1.367], [1.903, -0.626, 0.480], [-0.023, 1.441, -0.293], [1.316, -0.815, -1.900], [1.330, 2.035, 0.516], [-1.943, 0.995, -0.882], [1.623, 1.232, 0.957], [0.519, -1.014, -1.417], [0.108, -0.509, 0.982], [-0.081, 0.316, 0.042], [0.072, -0.676, -1.176], [0.106, 0.056, 1.250], [-1.350, 0.745, -1.574], [2.037, 0.274, -0.988], [-0.556, -2.155, -0.633], [-1.832, 1.065, -0.931], [0.371, -0.584, 2.378], [0.116, 0.397, -1.339], [-0.124, -0.589, 0.492], [-0.516, 0.277, -0.066], [-0.168, 0.288, -0.033], [0.130, -0.210, 0.086], [0.166, -0.015, 0.024], [0.100, 0.108, 0.188], [-0.106, -0.155, -0.216], [0.090, -0.183, 0.104], [0.226, -0.492, -0.229], [-0.130, 0.319, 0.493], [0.305, -0.004, 0.204], [0.140, -0.062, -0.363], [-0.370, 0.125, 0.130], [-0.065, -0.015, -0.232], [-0.061, -0.072, 0.180], [0.080, 0.163, -0.065], [-0.222, 0.017, 0.121], [0.738, 0.560, -0.468], [-0.487, -0.494, 0.289], [0.080, -0.285, 0.047], [0.024, 0.141, -0.184], [-0.427, -0.054, 0.512], [0.263, 0.277, -0.034], [-0.119, 0.180, 0.114], [0.117, -0.179, -0.142], [0.031, -0.091, 0.215], [0.166, 0.104, -0.184], [-0.521, 0.082, -0.111], [-0.042, 0.064, 0.176], [0.112, -0.006, -0.331], [0.153, -0.018, 0.140], [0.217, -0.109, -0.161], [0.025, 0.176, 0.089], [-0.068, -0.142, -0.010], [0.048, 0.009, 0.143], [0.160, 0.106, -0.948], [0.017, -0.112, 0.549], [0.193, 0.030, 0.070], [0.073, -0.012, -0.337], [-0.285, 0.091, 0.216], [-0.046, -0.167, -0.326], [-0.089, -0.187, 0.036], [0.070, 0.182, 0.070], [-0.133, 0.049, 0.056], [0.137, 0.561, -0.442], [-0.181, -0.567, 0.550], [-0.450, 0.230, 0.006], [0.005, 0.114, -0.167], [0.097, -0.330, 0.196], [0.237, 0.051, -0.135], [0.098, 0.172, 0.231], [-0.059, -0.183, -0.149], [0.065, -0.094, 0.033], [-0.742, -0.044, 0.839], [-0.005, 0.280, -0.390], [0.065, 0.129, -0.129], [-0.105, 0.001, 0.216], [0.172, -0.261, -0.231], [-0.086, -0.112, 0.175], [-0.152, -0.094, -0.134], [0.195, 0.084, 0.065], [0.053, -0.112, -0.071], [0.201, -0.109, 0.190], [-0.277, 0.576, -0.288], [0.018, 0.012, -0.192], [0.291, 0.007, 0.312], [-0.128, -0.090, 0.119], [0.122, -0.221, 0.204], [-0.190, -0.001, 0.061], [0.130, 0.032, -0.144], [-0.116, -0.115, -0.035], [0.184, 0.250, 0.656], [-0.136, -0.322, -0.668], [-0.498, -0.025, 0.313], [0.024, 0.079, 0.200], [0.054, -0.102, -0.380], [0.266, 0.105, 0.059], [0.083, -0.202, 0.093], [-0.072, 0.158, -0.104], [0.053, -0.024, -0.105], [0.402, 0.109, -0.238], [-0.992, 0.262, 0.200], [0.752, 0.028, -0.176], [0.280, 0.187, -0.242], [0.168, -0.350, 0.053], [-0.111, -0.004, -0.092], [0.058, 0.084, 0.172], [-0.055, -0.147, -0.121], [0.049, -0.135, 0.053], [0.651, -0.288, 0.474], [-0.407, 0.554, -0.426], [0.205, 0.295, 0.114], [0.169, -0.215, 0.185], [-0.290, 0.000, -0.234], [0.015, -0.281, 0.071], [-0.165, 0.045, 0.127], [0.109, 0.007, -0.168], [-0.117, -0.045, -0.094], [-0.678, 0.692, 0.176], [0.951, -0.526, -0.245], [0.133, 0.227, 0.039], [-0.351, 0.164, 0.127], [0.055, -0.345, -0.201], [-0.079, -0.116, 0.118], [0.063, 0.089, -0.181], [0.019, -0.152, 0.140], [-0.029, -0.095, -0.069], [0.409, -0.423, -0.608], [-0.221, 0.432, 0.736], [0.357, -0.010, 0.118], [0.071, -0.180, -0.300], [-0.295, 0.165, 0.160], [-0.101, -0.121, -0.231], [-0.046, -0.154, 0.146], [0.025, 0.210, -0.052], [-0.133, 0.046, 0.026]],
  "lowdin_charge": [-0.152, -0.408, -0.461, 1.337, -0.253, -0.171, -0.460, -0.401, -0.199, 0.085, 0.085, 0.085, 0.055, 0.044, -0.114, -0.163, -0.048, -0.053, 0.055, 0.047, 0.081, 0.055, 0.081, -0.075, -0.606, 0.162, -0.029, 0.077, 0.096, 0.087, 0.085, 0.058, -0.003, -0.594, 0.159, -0.010, 0.093, 0.105, 0.089, 0.090, 0.050, 0.029, -0.565, 0.147, -0.026, 0.068, 0.101, 0.084, 0.091, 0.065, -0.010, -0.600, 0.173, 0.006, 0.103, 0.112, 0.088, 0.091, 0.070, 0.007, -0.566, 0.163, -0.004, 0.104, 0.088, 0.090, 0.092, 0.072, 0.023, -0.595, 0.141, -0.016, 0.094, 0.108, 0.067, 0.092, 0.070, 0.013, -0.547, 0.163, 0.011, 0.099, 0.117, 0.098, 0.066, 0.075, -0.006, -0.604, 0.166, -0.010, 0.079, 0.106, 0.081, 0.087, 0.075, 0.018, -0.599, 0.136, -0.009, 0.093, 0.105, 0.053, 0.092, 0.072, 0.001, -0.606, 0.164, -0.023, 0.103, 0.029, 0.082, 0.080, 0.070, 0.014, -0.585, 0.146, -0.007, 0.097, 0.108, 0.090, 0.094, 0.071, 0.016, -0.596, 0.160, -0.018, 0.093, 0.110, 0.088, 0.083, 0.065, 0.021, -0.589, 0.146, -0.010, 0.097, 0.109, 0.092, 0.089, 0.070]
}